Entry 1:
Computed, not measured: 3 unconnected molecules or ions with the total composition C14H37NO8P3 at a distorted geometry, with ωB97M-V/def2-TZVPD.

- HOMO level: -11.8 eV
- Charge: +1
- Maximum force: 7.36 eV/Å

Structure (XYZ):
```
63
Properties=species:S:1:pos:R:3:lowdin_charge:R:1
P 4.701 3.158 0.324 0.9210
P -1.440 -1.384 -3.563 0.5704
P -0.155 -0.367 3.358 0.5921
O -1.779 -0.738 -5.020 -0.2100
O -2.106 -0.025 -2.905 -0.1822
O 0.533 -0.138 1.864 -0.2262
O -0.400 -0.912 4.722 -0.2072
O -0.407 -2.394 -3.941 -0.2332
O -1.459 -0.924 2.560 -0.2195
O -2.783 -2.291 -3.306 -0.1883
O -0.561 1.221 3.509 -0.1932
N 5.910 4.354 0.464 -0.1481
C -1.245 -2.070 -6.978 -0.0728
C 3.546 3.660 -0.921 -0.3401
C 1.850 0.358 1.718 -0.3112
C -2.142 0.164 -1.492 -0.2671
C -0.108 1.992 4.619 -0.2764
C -3.397 -1.551 3.887 -0.0667
C -0.819 -0.116 -0.813 -0.0821
C 2.870 -0.335 2.600 -0.0722
C -3.074 -3.240 -1.081 -0.0806
C -0.870 -0.883 -6.113 -0.2929
C 1.175 2.738 4.297 -0.0836
C -2.215 -2.032 3.069 -0.2717
C -2.726 -3.491 -2.538 -0.2796
C 2.568 2.865 -1.492 0.0664
H 1.846 1.445 1.874 0.0883
H -1.580 -2.702 3.646 0.1070
H -2.164 -1.861 -7.527 0.0774
H -1.432 -2.962 -6.382 0.0742
H -0.053 0.583 -1.166 0.0687
H 6.295 4.430 -0.478 0.0680
H -0.917 -0.009 0.263 0.0574
H -0.455 -2.290 -7.697 0.0779
H 5.392 5.213 0.654 0.0639
H -4.147 -1.097 3.237 0.0776
H -3.107 -0.789 4.610 0.0748
H -1.748 -3.970 -2.614 0.1069
H -2.415 1.208 -1.324 0.1238
H 2.811 2.125 -2.261 0.0966
H -2.300 -2.639 -0.594 0.0535
H 2.592 -0.282 3.657 0.0734
H -3.156 -4.182 -0.537 0.0814
H 4.130 3.071 1.605 0.0391
H -2.572 -2.598 2.208 0.1087
H 2.126 0.201 0.669 0.1121
H 0.030 1.375 5.508 0.1115
H -3.860 -2.380 4.422 0.0825
H 3.593 4.710 -1.229 0.0932
H -3.458 -4.175 -2.970 0.1214
H 3.854 0.125 2.483 0.0725
H 2.951 -1.390 2.336 0.0935
H 0.157 -0.962 -5.756 0.0983
H -0.931 0.034 -6.703 0.1144
H 5.349 1.935 0.065 0.0434
H 1.069 3.310 3.372 0.0720
H 1.514 2.990 -1.233 0.0906
H -2.948 -0.434 -1.061 0.1082
H -4.019 -2.703 -0.994 0.0831
H -0.461 -1.130 -1.027 0.0771
H 2.008 2.040 4.169 0.0558
H -0.896 2.712 4.843 0.1238
H 1.436 3.425 5.103 0.0830
```

---

Entry 2:
Computed, not measured: a molecular structure, C14H38B3Br6O6S3V at a distorted geometry, with ωB97M-V/def2-TZVPD.

- HOMO level (spin up / spin down): -9.4 / -9.9 eV
- Spin multiplicity: 3
- Maximum force: 2.34 eV/Å

Structure (XYZ):
```
71
Properties=species:S:1:pos:R:3:lowdin_charge:R:1
Br 4.814 0.119 0.882 0.7302
Br -0.046 3.145 -4.507 0.5982
Br 5.983 -0.993 -1.909 0.5951
Br 7.440 1.434 -0.414 0.5908
Br 2.207 5.246 -3.729 0.5693
Br 2.815 2.226 -3.140 0.6213
V 0.636 0.053 1.925 0.9009
S -1.443 -1.391 -4.580 0.6516
S 2.523 -3.049 1.058 0.7020
S -1.482 2.836 2.860 0.7061
O -1.341 -2.802 -4.264 -0.3386
O -0.597 1.754 2.543 -0.4255
O 3.619 -3.533 1.833 -0.2811
O -1.212 4.146 2.386 -0.2727
O -0.559 -0.869 -5.573 -0.3228
O 1.769 -1.899 1.545 -0.4212
C 2.018 -3.731 -1.437 -0.1969
C -3.700 -0.317 -3.656 -0.2091
C -3.208 2.312 2.568 -0.1807
C -1.320 -0.429 -3.076 -0.2472
C -3.928 2.398 3.911 -0.2007
C -3.164 -0.925 -4.943 -0.2138
C -1.700 2.963 4.619 -0.2211
C -2.863 2.044 4.973 -0.2122
C 0.743 -4.024 -0.583 -0.1904
C -2.529 0.448 -3.019 -0.2175
C 1.305 -4.322 0.777 -0.2223
C 1.417 3.549 -3.283 -1.5937
C 2.911 -2.782 -0.687 -0.2256
C 5.769 0.529 -0.726 -1.6089
B 2.273 1.012 3.166 -0.3638
B 1.197 0.482 -0.223 -0.4616
B -1.500 -0.679 1.406 -0.3828
H 0.980 3.663 -2.305 -0.0299
H 3.970 -2.996 -0.824 0.0713
H -2.386 -1.125 0.716 0.0316
H -4.263 3.419 4.101 0.1173
H -1.333 -1.163 -2.254 0.1029
H -3.605 2.856 1.722 0.1110
H -2.343 1.330 -3.624 0.0762
H 0.109 -3.150 -0.703 0.1118
H -4.471 0.385 -3.978 0.1123
H 1.844 1.661 2.305 -0.0010
H 0.269 -4.897 -1.024 0.1212
H 0.676 -4.302 1.667 0.1148
H -1.079 0.256 0.857 -0.0343
H 2.093 0.409 0.515 -0.0658
H -2.200 3.937 4.730 0.1087
H 3.174 1.408 3.846 0.0397
H -4.739 1.682 4.008 0.1195
H -1.800 -0.465 2.573 0.0135
H -3.091 1.236 2.401 0.0736
H 5.154 1.238 -1.254 -0.0701
H 2.424 -0.062 2.761 -0.0433
H -3.057 -0.150 -5.698 0.1032
H -0.305 -0.084 -2.882 0.0939
H -3.228 2.261 5.976 0.1184
H 1.597 0.679 -1.325 -0.0275
H -0.654 -1.483 1.456 -0.0219
H 1.291 0.787 3.763 -0.0066
H 1.837 -5.274 0.751 0.1169
H -2.776 0.682 -1.985 0.1191
H 2.839 -1.723 -0.930 0.0790
H 2.517 -4.663 -1.703 0.1207
H -3.579 -1.846 -5.339 0.1027
H -4.192 -1.041 -3.010 0.1183
H -0.829 3.056 5.259 0.1202
H 0.612 1.362 0.258 0.0086
H 1.647 -3.305 -2.362 0.1172
H 0.628 -0.519 -0.123 -0.0173
H -2.577 0.988 4.957 0.1188
```

---

Entry 3:
Computed, not measured: a molecular structure, C14H38BNO15P3S2 at a distorted geometry, with ωB97M-V/def2-TZVPD.

- HOMO level: -5.3 eV
- Charge: -1
- Maximum force: 7.92 eV/Å

Structure (XYZ):
```
74
Properties=species:S:1:pos:R:3:lowdin_charge:R:1
S 3.921 4.368 -1.909 0.5173
S 1.609 4.678 -0.451 0.3283
P 1.299 -1.988 0.600 0.6128
P -4.416 -0.465 0.280 0.5944
P -0.278 3.602 -0.434 0.7801
O 2.079 -2.678 -0.673 -0.2134
O 3.893 5.126 -3.152 -0.3467
O 1.408 6.049 -0.849 -0.3768
O 0.572 -0.895 -0.114 -0.2178
O 1.588 -3.370 1.486 -0.1929
O 2.080 4.525 0.909 -0.4018
O 0.229 2.099 0.107 -0.3494
O -3.247 -1.314 1.031 -0.2016
O -4.237 -0.840 -1.155 -0.2177
O -5.714 -1.412 0.648 -0.2249
O 2.554 -1.204 1.284 -0.1937
O -4.732 0.437 1.640 -0.1989
O 4.482 5.219 -0.863 -0.3496
O 4.715 1.630 -1.998 0.0945
O -0.739 3.486 -2.017 -0.3258
N 2.447 3.769 -1.540 -0.3892
C 2.093 -1.104 3.679 -0.0778
C -6.334 -3.261 -0.775 -0.0788
C 2.296 -0.331 2.387 -0.2649
C 2.292 -1.470 -2.746 -0.0678
C 0.333 -5.104 0.279 -0.0735
C 6.666 3.349 -2.172 -0.1675
C -6.934 1.430 1.186 -0.0800
C -6.622 -1.831 -0.366 -0.3167
C 7.433 2.628 -1.020 -0.1144
C 0.519 -4.334 1.575 -0.2719
C -1.555 0.308 1.715 -0.0757
C -5.461 1.671 1.467 -0.2683
C 1.547 -2.549 -1.991 -0.3059
C -1.887 -0.895 0.852 -0.2941
B 5.136 2.949 -2.042 -0.4793
H -7.356 0.729 1.906 0.0846
H -1.828 0.122 2.755 0.0864
H 7.066 3.121 -3.168 0.1054
H -0.408 -3.832 1.864 0.1045
H 1.177 -1.698 3.640 0.0640
H -7.629 -1.767 0.056 0.1121
H 2.270 -0.524 -2.205 0.0714
H 1.677 -3.512 -2.494 0.1126
H -0.078 -4.462 -0.503 0.0694
H -0.357 -5.936 0.424 0.0794
H 3.342 -1.744 -2.863 0.0791
H -7.079 1.002 0.191 0.0668
H -1.256 -1.738 1.134 0.0722
H 3.162 0.324 2.480 0.1237
H -6.994 -3.573 -1.588 0.0734
H 0.785 -5.022 2.377 0.1169
H -1.697 -0.678 -0.202 0.1041
H 6.745 4.425 -1.976 0.0927
H 2.919 -1.796 3.848 0.0794
H 8.472 2.986 -1.030 0.0666
H 6.992 2.908 -0.056 0.0800
H 0.525 1.650 -0.707 0.0389
H -5.005 2.259 0.668 0.1169
H 1.860 -1.317 -3.736 0.0783
H -6.589 -1.161 -1.226 0.1006
H -2.110 1.189 1.387 0.0685
H -5.350 2.232 2.395 0.1185
H 7.455 1.540 -1.152 0.0677
H 4.856 1.348 -1.079 0.1134
H 0.476 -2.344 -1.965 0.1025
H -6.483 -3.934 0.072 0.0742
H 1.286 -5.488 -0.083 0.0863
H -7.490 2.367 1.230 0.0786
H -5.301 -3.382 -1.099 0.0747
H 2.021 -0.422 4.528 0.0784
H -0.494 0.539 1.660 0.0271
H -0.048 3.012 -2.517 0.0478
H 1.428 0.299 2.172 0.0923
```

---

Entry 4:
Computed, not measured: 5 unconnected molecules or ions with the total composition C14H38BO6 at a distorted geometry, with ωB97M-V/def2-TZVPD.

- HOMO level: -0.9 eV
- Charge: -1
- Maximum force: 1.44 eV/Å

Structure (XYZ):
```
59
Properties=species:S:1:pos:R:3:lowdin_charge:R:1
O -3.665 -4.056 -0.105 -0.0572
O 3.706 0.597 -3.129 -0.0641
O -2.730 3.976 -2.162 -0.0614
O -0.782 1.631 2.792 0.0457
O 0.078 -0.386 3.829 0.0676
O 0.545 -0.388 -0.370 -0.0571
C 4.636 1.561 -2.635 -0.4960
C 1.813 1.551 3.237 -0.2994
C -0.064 -2.719 -0.349 -0.0670
C -4.938 -4.894 1.770 -0.0686
C 5.359 2.230 -3.795 -0.0737
C -2.032 4.894 -0.034 -0.0608
C 2.835 0.578 2.551 -0.2381
C -2.425 -4.943 1.771 -0.0628
C -2.450 3.648 -0.797 -0.4966
C 3.918 2.574 -1.758 -0.0594
C -3.683 -5.045 0.923 -0.5004
C -3.666 2.990 -0.164 -0.0639
C 1.076 -1.710 -0.333 -0.4975
C 2.027 -1.909 -1.500 -0.0581
B 0.362 0.916 3.315 -0.5875
H 0.083 -0.938 3.066 0.0462
H -0.739 1.454 1.859 0.0491
H 3.158 3.111 -2.335 0.0774
H 2.169 1.928 4.199 0.0639
H -0.663 -2.618 -1.259 0.0808
H 2.406 0.223 1.604 -0.0863
H 2.825 -1.169 -1.463 0.0661
H 3.409 2.075 -0.932 0.0795
H -0.734 -2.551 0.497 0.0633
H -2.364 -3.965 2.255 0.0839
H 2.472 -2.906 -1.491 0.0779
H -1.787 4.658 1.002 0.0835
H -3.703 -6.010 0.414 0.1344
H -2.837 5.636 -0.042 0.0768
H 5.866 1.486 -4.412 0.0724
H -4.959 -3.914 2.253 0.0819
H 0.313 -3.743 -0.295 0.0764
H -4.988 -5.662 2.544 0.0765
H 4.616 3.303 -1.343 0.0781
H 3.055 1.057 -3.663 0.0811
H -1.621 2.940 -0.815 0.1364
H -4.524 3.669 -0.178 0.0768
H 1.628 -1.796 0.604 0.1306
H -3.641 -3.194 0.318 0.0835
H -5.831 -4.968 1.147 0.0752
H 4.648 2.755 -4.439 0.0752
H 1.715 2.416 2.570 0.0569
H -1.535 -5.050 1.151 0.0685
H -2.405 -5.713 2.545 0.0787
H 3.079 -0.258 3.220 -0.0681
H 5.353 1.006 -2.030 0.1378
H 0.054 -0.297 -1.190 0.0772
H -1.162 5.354 -0.502 0.0787
H 6.098 2.949 -3.438 0.0752
H -3.953 2.098 -0.724 0.0764
H -3.467 2.703 0.870 0.0804
H 1.505 -1.770 -2.453 0.0790
H -3.458 4.600 -2.165 0.0751
```